{
  "formula": "C21H28Cl2CoN8O3",
  "method": "wB97M-V/def2-TZVPD",
  "symbols": ["Co", "C", "N", "C", "C", "N", "C", "C", "N", "C", "C", "N", "C", "N", "C", "C", "C", "N", "C", "H", "H", "H", "H", "H", "H", "H", "H", "H", "H", "H", "H", "H", "H", "H", "H", "H", "H", "H", "H", "H", "H", "H", "H", "Cl", "C", "C", "C", "Cl", "C", "C", "C", "C", "N", "C", "C", "O", "H", "H", "H", "H", "O", "N", "O"],
  "coordinates": [[-0.346, 0.131, 0.108], [-2.985, 1.366, -0.468], [-2.557, 2.559, 0.240], [-3.045, 3.824, -0.277], [-2.355, 4.822, 0.627], [-1.169, 4.092, 1.059], [-0.412, 4.737, 2.121], [-1.362, 2.734, 0.880], [-0.582, 1.751, 1.220], [0.703, 1.956, 1.882], [1.301, 0.641, 2.339], [1.361, -0.303, 1.233], [1.925, -1.458, 1.332], [2.685, -1.980, 2.361], [3.346, -1.245, 3.426], [3.417, -3.158, 1.906], [2.657, -3.588, 0.665], [1.897, -2.401, 0.327], [1.072, -2.508, -0.868], [-4.067, 1.278, -0.379], [-2.565, 0.479, -0.010], [-2.701, 1.415, -1.523], [-4.131, 3.871, -0.209], [-2.751, 3.951, -1.325], [-2.980, 5.087, 1.487], [-2.065, 5.735, 0.110], [-0.507, 5.811, 1.974], [0.642, 4.496, 2.074], [-0.799, 4.495, 3.116], [0.607, 2.559, 2.782], [1.407, 2.448, 1.200], [0.679, 0.232, 3.143], [2.286, 0.888, 2.737], [2.643, -0.680, 4.025], [4.129, -0.577, 3.049], [3.815, -1.981, 4.077], [3.418, -3.922, 2.682], [4.457, -2.896, 1.679], [2.002, -4.436, 0.881], [3.313, -3.872, -0.159], [1.738, -2.909, -1.640], [1.350, -0.510, -1.165], [-0.953, -2.908, -0.336], [-0.966, 2.552, -4.148], [-0.693, 0.855, -3.909], [-0.881, -0.036, -4.955], [-0.757, -1.391, -4.733], [-1.078, -2.442, -6.093], [-0.375, -1.921, -3.480], [-0.487, -3.376, -3.246], [-0.450, -4.044, -2.093], [-0.116, -3.471, -0.749], [0.599, -1.195, -1.247], [-0.038, -0.972, -2.514], [-0.302, 0.413, -2.646], [-0.177, 1.181, -1.597], [-1.148, 0.332, -5.935], [-0.740, -3.944, -4.130], [-0.670, -5.106, -2.126], [0.112, -4.270, -0.045], [-2.953, -0.510, 2.089], [-2.106, -1.366, 2.096], [-1.293, -1.315, 1.077]],
  "forces_ev_per_a": [[0.1597, -0.2884, -0.6515], [0.0970, 0.1428, -0.0847], [0.0579, -0.0752, -0.1320], [0.0099, -0.0625, -0.0140], [0.0293, -0.0497, 0.0591], [0.0696, 0.0900, 0.0067], [-0.0858, -0.1034, -0.0528], [0.0732, -0.0355, 0.0472], [-0.0878, -0.1341, -0.1076], [-0.1926, 0.1626, -0.0983], [0.0012, -0.1343, -0.0053], [-0.0152, 0.2222, 0.1643], [0.0800, 0.0041, -0.0706], [0.0119, -0.1490, 0.0923], [-0.0402, 0.0045, -0.1184], [-0.0267, 0.1288, 0.0256], [-0.0982, -0.0372, 0.0942], [0.0887, -0.0164, -0.0690], [-0.1963, 0.0664, 0.0932], [-0.0293, 0.0219, 0.0149], [-0.1006, -0.0863, 0.1431], [-0.0275, 0.0523, 0.0278], [-0.0486, 0.0089, -0.0205], [0.0290, -0.0200, -0.0242], [-0.0180, -0.0150, 0.0444], [-0.0145, 0.0582, -0.0069], [-0.0087, 0.0154, -0.0031], [0.0666, -0.0026, -0.0106], [-0.0059, -0.0088, 0.0008], [0.0030, 0.1310, 0.0587], [0.0031, 0.0273, 0.0017], [0.0213, -0.0026, 0.0278], [0.0142, -0.0224, 0.0747], [-0.0208, -0.0104, 0.0217], [-0.0098, -0.0039, 0.0064], [0.0051, 0.0000, 0.0042], [0.0322, -0.0416, 0.0228], [0.0111, 0.0247, -0.0283], [-0.0292, 0.0196, -0.0095], [0.0319, -0.0147, -0.0103], [0.1031, 0.0387, -0.0788], [0.1917, -0.1710, -0.2323], [-0.0217, -0.0469, 0.1309], [-0.0074, -0.0239, -0.0194], [0.0082, 0.0323, 0.0169], [0.0025, 0.0265, 0.0119], [0.0137, -0.0154, 0.0599], [-0.0401, 0.0170, 0.0389], [0.0664, -0.0676, 0.0172], [0.0325, 0.0846, -0.0868], [0.0197, -0.0140, 0.1258], [-0.0524, 0.0779, -0.2452], [-0.4774, 0.2172, 0.3152], [0.0334, -0.1576, -0.0140], [-0.0585, 0.0149, 0.0057], [0.1807, 0.1952, 0.2477], [-0.0646, -0.0159, 0.0166], [0.0443, 0.0042, -0.0095], [0.0455, 0.0239, -0.0510], [0.0016, 0.0018, -0.0198], [-0.2509, 0.2447, 0.3911], [0.0726, 0.1550, -0.5732], [0.3169, -0.4884, 0.4381]],
  "orbital_gap_ha": [0.283, 0.285],
  "energy_ev": -102964.5988,
  "charge": 0,
  "s2": 1.16,
  "spin_multiplicity": 2,
  "lumo_ev": [0.42, 0.43]
}